ORCA calculation (ωB97M-V with the def2-TZVPD basis set) on C52H132BN12O20Zn as an isolated structure in a non-equilibrium geometry.

CARTESIAN COORDINATES (ANGSTROEM)
Zn 11.694 12.002 14.911
O 17.197 17.059 16.446
C 16.275 16.331 16.760
O 16.209 15.015 16.468
B 15.146 14.396 17.192
O 14.415 15.513 17.836
C 15.064 16.652 17.519
O 14.675 17.731 17.916
O 15.492 13.343 18.118
C 15.028 12.171 17.751
O 15.289 11.084 18.276
C 14.016 12.454 16.590
O 14.109 13.651 16.273
O 13.284 11.579 16.084
C 17.039 11.137 14.887
C 17.757 9.888 15.434
C 19.051 10.359 16.181
O 19.697 9.243 16.607
C 20.758 9.412 17.507
N 16.856 9.037 16.168
H 16.027 10.980 14.516
H 17.603 11.647 14.065
H 17.001 11.773 15.764
H 18.096 9.290 14.531
H 18.694 10.932 17.053
H 19.665 11.032 15.551
H 21.184 8.425 17.717
H 20.407 9.842 18.439
H 21.597 10.119 17.154
H 17.472 8.348 16.593
H 16.470 9.590 16.939
C 13.642 8.594 14.337
C 13.063 9.731 13.637
C 12.926 9.361 12.125
O 11.909 10.172 11.551
C 11.591 9.854 10.180
N 11.700 9.963 14.211
H 13.020 7.690 14.242
H 13.662 8.788 15.427
H 14.668 8.273 13.938
H 13.708 10.652 13.766
H 12.716 8.360 12.139
H 13.917 9.464 11.670
H 10.582 10.140 10.011
H 11.717 8.798 9.878
H 12.262 10.354 9.464
H 10.966 9.935 13.501
H 11.471 9.282 14.910
C 15.637 20.099 22.826
C 15.100 20.438 21.442
C 16.073 21.195 20.652
O 15.659 21.517 19.342
C 14.635 22.512 19.269
N 14.709 19.244 20.687
H 16.096 21.000 23.235
H 16.203 19.207 22.840
H 14.782 19.939 23.482
H 14.183 21.095 21.579
H 17.021 20.581 20.483
H 16.355 22.087 21.277
H 13.864 22.252 20.002
H 14.228 22.562 18.242
H 15.108 23.427 19.576
H 14.828 19.467 19.721
H 13.737 19.010 20.865
C 9.385 14.411 17.799
C 10.354 13.429 17.213
C 9.815 12.069 17.529
O 10.612 10.946 17.067
C 10.229 9.650 17.684
N 10.600 13.634 15.768
H 9.685 15.494 17.846
H 9.163 14.180 18.816
H 8.485 14.547 17.256
H 11.295 13.528 17.737
H 8.812 12.027 17.018
H 9.656 11.960 18.640
H 10.965 8.880 17.306
H 9.237 9.305 17.360
H 10.306 9.704 18.759
H 10.999 14.562 15.663
H 9.649 13.704 15.430
C 8.880 12.852 21.235
C 10.186 12.282 21.779
C 11.422 13.117 21.549
O 11.649 13.226 20.131
C 12.829 13.977 19.858
N 10.053 12.090 23.241
H 8.878 13.167 20.181
H 8.583 13.747 21.809
H 8.052 12.142 21.322
H 10.382 11.296 21.315
H 12.253 12.683 22.057
H 11.215 14.092 22.030
H 12.782 14.304 18.797
H 13.664 13.313 20.081
H 12.888 14.815 20.551
H 10.781 11.423 23.539
H 9.143 11.689 23.365
C 10.956 18.317 15.107
C 11.993 17.274 14.904
C 13.317 17.980 14.666
O 14.423 17.071 14.661
C 15.487 17.307 13.732
N 11.910 16.288 15.949
H 9.979 17.882 15.168
H 10.911 19.041 14.339
H 11.155 18.936 15.992
H 11.668 16.762 13.969
H 13.444 18.747 15.474
H 13.321 18.474 13.700
H 15.883 16.342 13.481
H 16.284 17.833 14.189
H 15.185 17.894 12.842
H 12.117 16.820 16.836
H 12.780 15.729 15.947
C 8.588 19.112 21.306
C 8.204 17.728 20.695
C 9.448 16.876 20.367
O 10.133 17.434 19.234
C 11.536 17.455 19.383
N 7.392 16.920 21.592
H 7.814 19.858 21.176
H 9.291 19.553 20.590
H 8.990 18.980 22.303
H 7.675 17.891 19.773
H 9.145 15.840 20.174
H 10.092 16.976 21.273
H 11.929 18.104 18.578
H 11.898 16.395 19.407
H 11.894 17.906 20.266
H 7.616 17.032 22.621
H 6.430 17.115 21.400
C 14.116 13.987 13.030
C 12.601 14.178 12.996
C 12.112 14.989 11.732
O 10.743 15.271 11.974
C 10.112 16.000 10.920
N 11.982 12.858 12.934
H 14.524 13.559 13.958
H 14.588 14.963 12.899
H 14.545 13.369 12.168
H 12.427 14.634 13.929
H 12.283 14.493 10.755
H 12.627 15.946 11.600
H 9.073 16.070 11.286
H 10.222 15.481 9.979
H 10.516 16.985 10.773
H 11.074 12.787 12.479
H 12.570 12.390 12.307
C 14.562 8.845 20.465
C 13.244 9.459 20.973
C 13.648 10.160 22.229
O 13.956 9.230 23.282
C 14.462 9.898 24.430
N 12.676 10.346 19.957
H 14.393 8.383 19.532
H 14.916 8.114 21.178
H 15.374 9.571 20.270
H 12.489 8.724 21.263
H 12.797 10.783 22.633
H 14.486 10.854 21.979
H 14.559 9.073 25.178
H 13.789 10.678 24.903
H 15.373 10.400 24.208
H 13.448 10.608 19.381
H 12.227 11.173 20.281
C 19.076 15.065 14.313
C 20.189 14.470 15.092
C 19.778 13.995 16.524
O 19.680 15.186 17.300
C 19.390 14.815 18.625
N 20.639 13.214 14.375
H 18.454 14.231 14.061
H 19.485 15.482 13.389
H 18.478 15.825 14.798
H 21.012 15.196 15.272
H 20.595 13.289 16.856
H 18.815 13.451 16.558
H 18.315 14.636 18.746
H 19.703 15.569 19.284
H 19.912 13.912 18.924
H 20.908 13.411 13.455
H 21.494 12.872 14.808
C 16.634 16.095 22.912
C 17.211 15.781 21.564
C 16.258 14.838 20.767
O 15.885 13.698 21.455
C 16.991 12.810 21.714
N 17.436 17.013 20.917
H 16.533 15.252 23.682
H 15.612 16.384 22.736
H 17.094 17.022 23.289
H 18.214 15.295 21.730
H 16.762 14.521 19.873
H 15.408 15.444 20.573
H 16.535 12.064 22.328
H 17.843 13.238 22.302
H 17.452 12.468 20.798
H 18.013 16.837 20.088
H 16.558 17.526 20.694
C 18.561 21.366 15.577
C 17.945 20.122 16.113
C 18.485 19.808 17.453
O 19.896 19.778 17.423
C 20.341 18.455 17.574
N 16.437 20.200 16.274
H 18.186 21.628 14.639
H 19.642 21.234 15.507
H 18.323 22.195 16.230
H 18.164 19.303 15.460
H 18.121 18.851 17.772
H 18.098 20.555 18.155
H 21.450 18.439 17.506
H 19.828 17.815 16.836
H 19.920 18.120 18.523
H 16.194 20.817 17.093
H 16.063 19.241 16.410

Cartesian forces, eV/Å:
Zn -0.120 -0.209 0.109
O -1.921 -1.176 0.550
C 2.924 0.199 -1.732
O 0.530 -0.279 -0.180
B -1.169 1.014 0.297
O 0.791 -0.250 -0.804
C -2.652 1.675 2.575
O 0.738 -1.013 -0.932
O 0.621 -0.458 -0.171
C 0.204 -2.544 1.480
O -0.741 2.805 -1.653
C 0.260 -3.188 0.634
O -0.038 2.257 -0.806
O 0.613 1.287 0.334
C 0.767 0.088 -0.115
C 1.022 0.258 -2.667
C -1.847 1.009 -0.400
O 1.139 -1.734 0.084
C 1.200 0.836 -0.146
N 0.278 0.279 0.696
H -0.089 -0.416 0.117
H -0.225 -0.366 0.882
H -0.277 0.843 -0.004
H -0.134 0.480 0.967
H 0.067 0.272 0.088
H -0.176 -0.289 0.089
H -0.077 0.268 -0.161
H -0.227 0.104 0.374
H -1.171 -1.022 0.043
H -0.337 -0.249 0.194
H -0.050 -0.299 -0.028
C 1.963 -2.184 1.172
C -0.619 1.249 -1.591
C 0.878 2.921 1.294
O 0.237 -0.642 -0.794
C 1.321 -0.411 -0.307
N -0.315 1.593 -0.372
H -0.072 0.248 -0.231
H 0.610 -0.037 -0.501
H -1.268 0.764 0.860
H -0.792 -0.868 -0.132
H -1.125 -2.711 -0.527
H -0.144 0.319 -0.273
H -0.781 0.316 -0.145
H -0.212 0.097 0.838
H -0.170 0.362 0.421
H 0.405 -0.182 -0.092
H 0.022 -0.240 0.434
C -1.678 1.309 0.119
C -2.141 -0.452 0.568
C 2.691 0.584 -0.317
O -0.291 -0.052 -0.540
C 0.258 -0.851 0.371
N 0.025 -0.273 0.849
H 0.579 -0.296 0.108
H 1.092 -0.641 -0.095
H -0.086 -0.235 0.090
H 0.911 -0.492 0.055
H -1.096 0.680 0.396
H -0.074 -0.340 -0.834
H -0.282 0.276 -0.386
H 0.341 -0.073 0.607
H -0.127 0.874 -0.067
H -0.241 -0.121 -0.854
H 0.253 -0.028 -0.176
C 0.615 2.489 0.129
C 1.054 -0.027 0.846
C -1.306 -1.843 0.203
O -0.572 -0.017 0.367
C 0.970 0.150 -1.583
N -0.458 -1.571 0.163
H 0.671 -1.034 -0.159
H -0.214 -0.324 0.465
H -1.239 -0.672 -0.717
H 0.383 0.078 -0.013
H 0.466 -0.268 0.514
H 0.230 0.255 -1.111
H -0.590 1.028 0.497
H 0.034 0.463 0.058
H 0.098 0.153 0.292
H 0.290 0.659 -0.028
H -0.146 0.054 -0.819
C -0.336 0.720 0.017
C 0.013 -1.034 0.055
C -1.438 1.082 -0.729
O -0.447 0.332 0.741
C -0.438 -0.712 0.003
N 0.826 0.116 -0.675
H 0.393 -0.350 0.556
H 0.183 -0.261 -0.097
H 0.178 -0.123 0.141
H -0.210 0.214 -0.201
H 0.889 -0.378 0.260
H 0.323 0.008 -0.429
H 0.185 -0.153 0.926
H 0.496 0.227 -0.300
H 0.103 0.342 -0.239
H -0.753 0.358 0.035
H -0.292 -0.417 0.577
C -0.317 0.763 1.203
C -0.394 -0.257 -2.242
C 1.011 0.106 0.777
O -0.342 -0.302 -0.039
C -0.939 0.311 -0.077
N 1.865 0.211 2.137
H -0.590 -0.272 0.301
H 0.151 0.621 -1.265
H -0.123 -0.393 0.229
H 0.522 0.087 0.258
H 0.181 -0.445 -0.548
H -0.342 0.344 -0.128
H 0.136 -0.462 -0.431
H 0.770 0.801 0.660
H -0.148 -0.505 0.336
H -0.806 -0.693 -0.664
H -0.347 0.094 -0.417
C 0.244 -0.654 -2.220
C 0.912 0.204 1.087
C 0.202 1.310 0.291
O -0.318 0.148 0.732
C -0.175 -1.030 -1.521
N 0.213 -0.238 1.154
H -0.751 -0.196 0.855
H 0.761 -0.204 0.471
H 0.013 0.355 0.153
H -0.428 -0.007 -0.436
H 0.195 0.188 0.187
H -0.128 -0.573 -0.511
H 0.034 -0.823 0.103
H 0.209 0.916 -0.498
H 0.004 0.660 1.530
H -0.489 0.076 -1.867
H -0.502 -0.018 0.518
C 1.231 -0.431 -1.493
C 0.953 0.139 -2.496
C 0.084 0.676 1.164
O 0.341 -0.300 -0.381
C -0.634 -0.550 1.095
N -0.875 -0.424 1.568
H -0.470 0.129 -0.277
H -0.106 -0.071 0.201
H -0.832 0.574 0.941
H -1.060 1.061 0.807
H -0.186 -0.496 0.532
H 0.363 0.064 0.423
H 0.337 0.081 -0.752
H -0.314 -0.383 -0.377
H 0.365 0.607 0.249
H -0.155 0.744 0.129
H 0.905 -1.621 -0.887
C -0.299 0.160 0.233
C 0.714 -0.030 0.144
C -0.852 1.263 1.669
O 0.020 1.087 -0.719
C -1.440 -0.955 1.124
N 0.406 -1.092 -0.136
H -0.186 -0.877 -1.166
H 0.113 -0.210 0.118
H -0.641 0.043 0.427
H 0.248 -0.383 -0.211
H 0.619 -0.272 -0.437
H -0.271 -0.348 0.452
H 0.363 0.895 -0.448
H 0.182 -0.788 -0.811
H 1.055 0.211 -0.078
H 0.257 0.444 -0.614
H -0.264 0.553 0.419
C 0.046 0.385 -0.769
C 0.867 -1.502 1.295
C 0.638 0.627 -1.265
O 0.468 -1.171 0.173
C -0.746 -0.582 -0.501
N -0.282 0.520 2.102
H -0.783 -0.428 -0.366
H -0.170 0.048 -0.086
H 0.165 0.132 0.390
H -0.336 -0.358 -0.248
H -0.708 0.736 0.215
H 0.251 0.102 -0.249
H 0.067 -0.026 -0.009
H 0.348 1.283 0.836
H 0.214 -0.365 -0.009
H 0.249 0.541 -1.745
H -0.150 0.006 0.119
C -0.803 -0.465 1.542
C 0.604 -1.886 0.991
C 1.924 0.648 0.946
O 0.331 -1.037 0.805
C -0.064 1.320 0.564
N 0.228 1.192 -1.657
H 0.648 1.158 -1.132
H -0.811 0.231 -0.051
H 0.209 -0.720 0.284
H -0.786 0.323 -0.390
H 0.106 0.171 -0.865
H -1.101 0.304 -0.445
H 0.082 -0.940 0.042
H -0.886 0.160 -0.236
H -0.208 -0.486 -0.482
H -0.559 0.619 0.123
H 0.798 -0.421 0.018
C 0.534 0.185 0.873
C -2.187 0.044 0.369
C 0.550 0.290 0.572
O 0.347 0.522 0.179
C -0.325 -0.132 -0.204
N 0.413 0.157 -0.090
H -0.670 0.262 -1.700
H -0.110 0.167 0.112
H 0.168 0.339 0.345
H -0.017 -0.647 -0.590
H -0.408 -0.535 0.295
H 0.382 0.146 0.138
H -0.844 -0.204 0.139
H 0.688 -0.032 -0.117
H 0.713 -0.462 0.470
H 0.334 -1.161 -0.981
H 0.393 1.128 0.311

Properties
**Charge**: +1
**ΔE to the lowest compared entry with this formula, charge and spin**: 0.0 kcal per mole
**M**: 1321.9 g/mol
**LUMO**: -2.511 eV
**HOMO-LUMO gap**: 0.2619 hartree